Entry 1:
The following is a DFT calculation (the ωB97M-V functional and the def2-TZVPD basis) of C4H6N2 in the gas phase at a distorted geometry.

## Properties
Spin multiplicity   1
LUMO   0.67 eV
Charge   0
Relative energy (zero: lowest compared OMol25 entry of this formula, charge and spin)   428.0 kJ/mol
Max |F|   4.011 eV/A
HOMO energy   -7.495 eV

Element x y z (Å)
C -1.057 -1.015 -0.171
C 0.186 -0.758 -0.571
C 1.923 0.842 -0.345
C -1.460 -0.064 0.902
N -0.055 0.973 0.956
N 0.679 0.452 0.021
H -1.674 -1.791 -0.528
H 0.808 -0.847 -1.517
H 2.370 1.777 0.063
H 2.324 0.360 -1.257
H -2.410 0.492 0.571
H -1.634 -0.421 1.877


Entry 2:
The following is a DFT calculation (the ωB97M-V functional and the def2-TZVPD basis) of C4H6N2 in the gas phase.

## Properties
Spin multiplicity   1
LUMO   1.03 eV
Charge   0
Relative energy (zero: lowest compared OMol25 entry of this formula, charge and spin)   56.0 kJ/mol
SMILES string   Cc1cn[nH]c1
Max |F|   0.360 eV/A
HOMO energy   -9.034 eV

Element x y z (Å)
C 1.163 0.581 -1.189
C 0.153 0.056 -0.217
C -0.075 0.478 1.072
N -1.075 -0.291 1.563
N -1.522 -1.202 0.681
C -0.786 -0.982 -0.401
H 0.862 1.552 -1.597
H 2.138 0.706 -0.707
H 1.289 -0.114 -2.024
H 0.396 1.261 1.650
H -1.457 -0.249 2.496
H -0.954 -1.544 -1.313


Entry 3:
The following is a DFT calculation (the ωB97M-V functional and the def2-TZVPD basis) of C4H6N2 in the gas phase at a distorted geometry.

## Properties
Spin multiplicity   1
LUMO   1.15 eV
Charge   0
Relative energy (zero: lowest compared OMol25 entry of this formula, charge and spin)   83.9 kJ/mol
SMILES string   Nc1cc[nH]c1
Max |F|   1.084 eV/A
HOMO energy   -7.816 eV

Element x y z (Å)
N 0.620 -1.907 -0.460
C 0.153 -0.613 -0.192
C -1.138 -0.179 -0.140
N -1.144 1.222 0.022
C 0.186 1.615 0.087
C 1.003 0.542 -0.008
H -0.060 -2.622 -0.238
H 1.494 -2.109 0.007
H -2.058 -0.730 -0.301
H -1.516 1.557 0.905
H 0.384 2.669 0.229
H 2.079 0.555 0.091


Entry 4:
The following is a DFT calculation (the ωB97M-V functional and the def2-TZVPD basis) of a molecular structure, C4H6N2 at a distorted geometry.

## Properties
Spin multiplicity   1
LUMO   0.99 eV
Charge   0
Relative energy (zero: lowest compared OMol25 entry of this formula, charge and spin)   561.6 kJ/mol
Max |F|   3.134 eV/A
HOMO energy   -8.548 eV

Element x y z (Å)
C 1.165 -0.385 0.607
N 0.157 -1.215 -0.048
C -1.078 -0.224 -1.775
N 0.041 -0.539 -1.242
C 0.623 0.695 1.374
C 0.111 1.642 1.919
H -0.720 -1.408 0.433
H 1.199 0.090 -0.739
H 1.908 -0.985 1.126
H -2.033 -0.525 -1.352
H -1.062 0.360 -2.681
H -0.312 2.494 2.378


Entry 5:
The following is a DFT calculation (the ωB97M-V functional and the def2-TZVPD basis) of C4H6N2 in the gas phase at a distorted geometry.

## Properties
Spin multiplicity   1
LUMO   1.22 eV
Charge   0
Relative energy (zero: lowest compared OMol25 entry of this formula, charge and spin)   631.1 kJ/mol
SMILES string   C1=CN1N1CC1
Max |F|   4.268 eV/A
HOMO energy   -8.141 eV

Element x y z (Å)
C 2.135 -0.718 0.333
C 2.325 0.254 -0.460
C -0.930 -0.787 -0.377
C -1.363 0.429 0.366
N 1.239 0.425 0.410
N -0.063 0.313 -0.245
H 2.294 -1.645 0.877
H 2.872 0.852 -1.214
H -0.986 -1.679 0.278
H -1.276 -1.005 -1.414
H -1.949 1.100 -0.066
H -1.615 0.199 1.389


Entry 6:
The following is a DFT calculation (the ωB97M-V functional and the def2-TZVPD basis) of C4H6N2 in the gas phase at a distorted geometry.

## Properties
Spin multiplicity   1
LUMO   0.89 eV
Charge   0
Relative energy (zero: lowest compared OMol25 entry of this formula, charge and spin)   15.3 kJ/mol
SMILES string   Cc1cnc[nH]1
Max |F|   1.523 eV/A
HOMO energy   -8.606 eV

Element x y z (Å)
C -0.340 -1.256 1.101
C 0.079 -0.134 0.236
C 1.283 0.450 0.005
N 1.189 1.384 -1.007
C -0.048 1.356 -1.393
N -0.763 0.427 -0.700
H 0.418 -2.040 1.193
H -0.565 -0.993 2.146
H -1.233 -1.789 0.775
H 2.255 0.300 0.445
H -0.511 1.966 -2.164
H -1.763 0.328 -0.638